Record 1
A cluster of 2 separate species, C6H15O in total, computed with ωB97M-V/def2-TZVPD.

```
22
Properties=species:S:1:pos:R:3
C -3.05 -0.56 0.29
C 2.47 -0.53 -0.24
C 1.24 1.87 -0.17
C -0.09 -1.69 -0.02
C -2.68 0.65 -0.17
C 1.35 0.45 0.28
O 0.07 -0.36 -0.31
H -3.54 -1.18 -0.37
H -2.89 -1.02 1.27
H -0.79 0.16 -0.27
H 2.52 -1.43 0.31
H 3.40 -0.05 -0.08
H 2.23 -0.60 -1.28
H 2.30 2.05 -0.28
H 0.79 2.64 0.56
H 0.73 2.12 -1.14
H -0.34 -2.05 0.99
H -0.98 -1.96 -0.57
H 0.75 -2.33 -0.30
H -2.96 0.86 -1.26
H -2.53 1.56 0.42
H 1.44 0.43 1.34
```

Computed properties:
- net charge = +1
- DFT total energy (a.u.) = -312.471862
- spin multiplicity = 1
- highest occupied orbital energy (Ha) = -0.5373
- HOMO-LUMO gap (eV) = 11.49

Record 2
A structure of composition C6H15O3, computed with ωB97M-V/def2-TZVPD.

```
24
Properties=species:S:1:pos:R:3
C 3.28 -1.38 -0.66
O 1.89 -1.15 -0.55
C 1.26 -1.99 0.39
C -0.23 -1.91 0.25
H 3.69 -0.64 -1.36
H 3.77 -1.27 0.32
H 3.48 -2.39 -1.04
H 1.57 -1.70 1.41
H 1.60 -3.04 0.24
H -0.73 -2.59 0.96
H -0.57 -2.06 -0.78
C -4.38 -0.62 -0.65
O -2.98 -0.56 -0.58
C -2.50 -0.32 0.71
C -0.99 -0.17 0.71
H -4.67 -0.83 -1.68
H -4.78 -1.41 0.01
H -4.84 0.35 -0.35
H -2.79 -1.14 1.39
H -2.97 0.59 1.13
H -0.68 -0.30 1.77
H -0.70 0.24 -0.27
O -0.80 1.87 1.23
H 0.17 1.96 1.21
```

Computed properties:
- DFT total energy (a.u.) = -463.117726
- spin multiplicity = 2
- highest occupied orbital energy (alpha / beta) (Ha) = -0.3262 / -0.3445
- HOMO-LUMO gap (alpha / beta) (eV) = 9.83 / 8.13

Record 3
A cluster of 2 separate species, C6H15P in total, computed with ωB97M-V/def2-TZVPD.

```
22
Properties=species:S:1:pos:R:3
C -3.60 -1.03 -0.19
C 3.91 -0.37 0.51
C 2.50 1.43 -0.39
C -2.17 1.30 -0.23
C -0.40 -1.10 0.52
C 2.60 0.12 -0.21
P -1.77 -0.50 -0.26
H -4.05 -0.40 -0.98
H -3.67 -2.05 -0.39
H 3.77 -0.58 1.54
H 4.79 0.25 0.61
H 4.27 -1.35 0.13
H 3.28 2.18 -0.25
H 1.68 1.94 -0.97
H -4.16 -0.79 0.68
H -2.98 1.57 0.35
H -1.36 1.70 0.37
H -2.20 1.75 -1.20
H 0.00 -0.64 1.35
H -0.52 -2.17 0.99
H 1.81 -0.63 -0.34
H -1.72 -0.62 -1.66
```

Computed properties:
- DFT total energy (a.u.) = -578.804765
- spin multiplicity = 1
- highest occupied orbital energy (Ha) = -0.2800
- HOMO-LUMO gap (eV) = 8.51

Record 4
A cluster of 2 separate species, C6H15S2 in total, computed with ωB97M-V/def2-TZVPD.

```
23
Properties=species:S:1:pos:R:3
C 0.30 -1.82 -2.45
C -0.19 -0.44 -2.09
C -1.69 -0.36 -1.84
S -2.30 1.35 -1.72
H 1.35 -1.70 -2.76
H -0.22 -2.27 -3.30
H 0.20 -2.50 -1.60
H 0.32 -0.10 -1.19
H 0.09 0.28 -2.87
H -1.84 -0.87 -0.89
H -2.19 -0.89 -2.65
H -3.45 1.07 -1.10
C 0.25 1.73 2.80
C 1.30 0.63 2.71
C 1.29 -0.03 1.32
S 0.02 -1.30 1.11
H 0.62 2.65 2.33
H -0.01 2.01 3.83
H -0.67 1.40 2.32
H 2.29 1.04 2.93
H 1.07 -0.17 3.43
H 2.28 -0.47 1.12
H 1.18 0.77 0.57
```

Computed properties:
- net charge = -1
- DFT total energy (a.u.) = -1034.002212
- spin multiplicity = 1
- highest occupied orbital energy (Ha) = -0.0936
- HOMO-LUMO gap (eV) = 5.72

Record 5
A cluster of 2 separate species, C6H16 in total, computed with ωB97M-V/def2-TZVPD.

```
22
Properties=species:S:1:pos:R:3
C 0.18 -0.68 -1.39
C 0.17 -1.42 -0.05
C 1.52 -0.71 -2.09
C -0.90 -1.05 -2.43
H -0.15 0.32 -1.05
H 0.90 -2.23 -0.13
H 1.91 -1.72 -1.90
H 1.53 -0.48 -3.15
H 2.31 -0.09 -1.64
H -1.82 -1.28 -1.89
H -1.01 -0.36 -3.26
H -0.69 -1.91 0.40
H 0.49 -0.76 0.76
H -0.65 -1.99 -2.96
C -0.25 1.24 3.02
C -0.71 2.35 2.10
H 0.76 1.37 3.39
H -0.81 1.21 3.97
H -0.39 0.20 2.73
H -0.09 3.24 2.20
H -0.60 2.03 1.06
H -1.71 2.72 2.31
```

Computed properties:
- DFT total energy (a.u.) = -238.164659
- spin multiplicity = 1
- highest occupied orbital energy (Ha) = -0.3963
- HOMO-LUMO gap (eV) = 11.86